ORCA calculation (ωB97M-V/def2-TZVPD) on a 6-piece molecular cluster, C24H64N4O8 overall in a non-equilibrium geometry.

The total energy comes out at -48260.5302 eV. The value obtained for the energy above the lowest of the compared OMol25 structures with the same formula, charge and spin is 51.68 kcal/mol. The calculation puts the HOMO-LUMO gap at 9.52 eV. For the LUMO energy, the calculation gives 0.677 eV.

ORCA input file:
```
! wB97M-V def2-TZVPD RIJCOSX def2/J DEFGRID3
* xyz 0 1
C 6.162 -0.457 5.838
C 5.769 0.808 5.041
C 4.362 1.333 5.361
O 3.421 0.376 5.081
C 3.098 0.181 3.682
N 6.768 1.831 5.317
H 6.382 -0.381 6.903
H 6.963 -1.082 5.443
H 5.366 -1.197 5.767
H 5.800 0.583 3.975
H 4.167 2.275 4.847
H 4.181 1.461 6.428
H 2.766 1.098 3.197
H 2.243 -0.494 3.722
H 3.906 -0.360 3.189
H 7.648 1.734 4.832
H 6.363 2.646 4.878
C 2.781 -3.342 -7.544
C 2.462 -1.836 -7.720
C 2.347 -1.032 -6.421
O 1.291 -1.668 -5.668
C 1.233 -1.408 -4.307
N 3.427 -1.214 -8.601
H 2.199 -3.691 -6.692
H 3.820 -3.578 -7.313
H 2.568 -4.027 -8.364
H 1.503 -1.729 -8.226
H 2.100 0.014 -6.600
H 3.313 -1.055 -5.916
H 1.259 -0.324 -4.192
H 2.034 -1.830 -3.699
H 0.278 -1.794 -3.952
H 3.052 -0.364 -8.998
H 3.647 -1.782 -9.406
C -0.452 1.322 3.597
C -0.437 0.645 4.928
O -1.531 -0.286 5.099
H -0.706 0.615 2.808
H 0.446 1.884 3.337
H -1.284 2.019 3.702
H -0.582 1.432 5.668
H 0.558 0.223 5.075
H -2.356 0.080 5.424
C 0.719 -0.608 -0.756
C 1.238 -0.327 0.626
O 1.698 0.965 0.680
H -0.055 0.079 -1.097
H 0.225 -1.580 -0.768
H 1.530 -0.728 -1.474
H 2.049 -1.034 0.802
H 0.499 -0.495 1.410
H 0.963 1.582 0.700
C -1.979 0.015 -4.216
O -2.207 -0.612 -2.931
C -2.971 -1.793 -2.983
C -3.079 -2.315 -1.575
N -3.540 -3.729 -1.512
C -4.961 -3.942 -1.840
C -5.980 -3.148 -0.960
O -5.719 -3.435 0.371
C -6.511 -2.620 1.275
H -1.420 0.951 -4.234
H -2.939 0.239 -4.682
H -1.430 -0.716 -4.809
H -2.528 -2.428 -3.751
H -3.965 -1.490 -3.312
H -3.669 -1.684 -0.910
H -2.050 -2.407 -1.229
H -3.384 -4.147 -0.607
H -5.158 -5.012 -1.767
H -5.096 -3.774 -2.908
H -7.001 -3.462 -1.175
H -5.848 -2.100 -1.227
H -7.555 -2.479 0.997
H -6.129 -1.604 1.373
H -6.510 -3.096 2.256
C 0.948 4.596 4.041
O 0.207 4.392 2.753
C 1.070 4.128 1.667
C 0.180 3.961 0.418
N -0.652 2.804 0.630
C -1.572 2.594 -0.477
C -2.556 1.438 -0.148
O -3.468 1.798 0.886
C -4.242 0.729 1.448
H 0.302 4.590 4.919
H 1.365 5.594 3.902
H 1.652 3.786 4.234
H 1.745 3.288 1.825
H 1.731 4.990 1.574
H 0.872 3.840 -0.417
H -0.398 4.873 0.269
H -1.162 2.867 1.500
H -1.038 2.436 -1.414
H -2.101 3.490 -0.802
H -2.002 0.551 0.159
H -3.098 1.198 -1.063
H -4.752 0.193 0.648
H -4.990 1.120 2.138
H -3.614 0.051 2.026
*
```

=====

ORCA calculation (ωB97M-V/def2-TZVPD) on a 8-piece molecular cluster, C24H64O24S8 overall in a non-equilibrium geometry.

The total energy comes out at -161742.9228 eV. The value obtained for the energy above the lowest of the compared OMol25 structures with the same formula, charge and spin is 42.19 kcal/mol. The calculation puts the HOMO-LUMO gap at 10.78 eV. For the LUMO energy, the calculation gives -0.129 eV.

ORCA input file:
```
! wB97M-V def2-TZVPD RIJCOSX def2/J DEFGRID3
* xyz 0 1
O -2.099 -4.649 2.873
S -1.567 -5.408 3.972
O -1.993 -5.110 5.314
O -1.747 -7.000 3.745
C -2.135 -7.491 2.452
C -2.683 -8.900 2.658
C 0.207 -5.350 3.997
H -1.321 -7.527 1.726
H -2.936 -6.836 2.108
H -3.532 -8.860 3.329
H -1.845 -9.479 3.071
H -2.795 -9.454 1.726
H 0.567 -5.787 3.065
H 0.581 -5.790 4.911
H 0.500 -4.303 3.891
O 8.459 4.075 -1.129
S 7.578 4.755 -2.030
O 8.075 5.613 -3.072
O 6.674 3.644 -2.788
C 6.094 2.619 -1.955
C 4.833 2.061 -2.569
C 6.275 5.668 -1.165
H 5.874 3.088 -0.980
H 6.850 1.898 -1.641
H 4.623 1.228 -1.899
H 5.157 1.781 -3.574
H 3.997 2.751 -2.652
H 6.364 6.703 -1.495
H 6.494 5.692 -0.098
H 5.272 5.326 -1.394
O -4.021 -8.165 -0.820
S -3.112 -8.189 -1.935
O -3.542 -8.646 -3.218
O -2.499 -6.729 -2.192
C -2.525 -5.781 -1.121
C -1.722 -4.541 -1.457
C -1.599 -9.072 -1.473
H -2.300 -6.225 -0.144
H -3.564 -5.471 -0.958
H -0.669 -4.695 -1.701
H -1.726 -3.898 -0.584
H -2.126 -4.124 -2.380
H -0.870 -8.358 -1.102
H -1.253 -9.546 -2.385
H -1.860 -9.776 -0.688
O 2.924 1.268 -6.150
S 1.671 1.947 -6.004
O 0.594 1.714 -6.918
O 1.113 1.732 -4.500
C 0.955 0.364 -4.088
C 2.244 -0.278 -3.628
C 1.963 3.702 -5.879
H 0.479 -0.233 -4.873
H 0.183 0.340 -3.317
H 2.822 -0.752 -4.421
H 2.021 -1.063 -2.897
H 2.967 0.330 -3.089
H 1.032 4.054 -5.435
H 2.175 4.086 -6.870
H 2.787 3.837 -5.184
O -1.407 5.790 -1.045
S -0.498 5.198 -1.976
O -0.007 3.872 -1.675
O -1.080 5.320 -3.498
C -2.175 4.402 -3.779
C -2.557 4.595 -5.228
C 0.879 6.329 -2.238
H -3.030 4.692 -3.155
H -1.917 3.392 -3.458
H -1.778 4.147 -5.848
H -2.629 5.657 -5.441
H -3.493 4.050 -5.344
H 1.283 6.130 -3.226
H 1.612 6.161 -1.454
H 0.483 7.339 -2.178
O -1.301 3.768 6.333
S 0.123 3.617 6.095
O 0.765 2.361 6.346
O 0.396 4.087 4.585
C -0.337 3.328 3.594
C -0.208 3.954 2.230
C 0.947 4.994 6.927
H -1.352 3.222 3.979
H 0.035 2.300 3.531
H 0.804 4.258 1.979
H -1.032 4.588 1.900
H -0.405 3.148 1.506
H 2.020 4.857 6.907
H 0.385 5.093 7.849
H 0.671 5.817 6.267
O -1.095 -1.335 -0.416
S 0.072 -1.794 0.297
O 0.624 -3.067 -0.044
O 1.226 -0.692 0.133
C 0.809 0.688 0.066
C 1.965 1.632 0.352
C -0.274 -1.667 2.054
H 0.087 0.869 0.866
H 0.375 0.839 -0.918
H 1.738 2.683 0.163
H 2.869 1.412 -0.215
H 2.192 1.649 1.421
H 0.737 -1.799 2.447
H -0.890 -2.507 2.367
H -0.665 -0.699 2.337
O -1.638 0.005 4.473
S -2.789 0.327 3.693
O -2.696 1.093 2.481
O -3.424 -1.085 3.236
C -4.453 -1.098 2.239
C -3.980 -1.746 0.956
C -3.995 1.018 4.842
H -4.851 -0.090 2.088
H -5.338 -1.611 2.625
H -3.241 -2.504 1.210
H -3.502 -1.008 0.313
H -4.819 -2.163 0.401
H -3.496 1.916 5.197
H -4.194 0.232 5.563
H -4.911 1.238 4.297
*
```

=====

ORCA calculation (ωB97M-V/def2-TZVPD) on C24H65B2FeN3O6 as an isolated structure in a non-equilibrium geometry.

The total energy comes out at -78427.9782 eV. The calculation puts the HOMO-LUMO gap (spin up / spin down) at 2.06 / 7.79 eV. For the LUMO energy (spin up / spin down), the calculation gives 2.366 / 2.358 eV.

ORCA input file:
```
! wB97M-V def2-TZVPD RIJCOSX def2/J DEFGRID3
* xyz -1 6
Fe -1.681 0.027 -1.829
B -2.577 1.507 -3.153
H -1.740 1.714 -2.504
H -2.390 1.869 -4.152
H -2.780 0.451 -3.240
H -3.480 1.871 -2.687
B -0.725 0.393 0.000
H -0.750 -0.643 -0.299
H -1.713 0.805 0.138
H -0.237 0.439 0.962
H -0.163 0.866 -0.791
C -1.338 0.115 5.417
C -0.636 0.300 4.079
C 0.768 -0.276 4.012
O -1.316 -0.416 3.116
H -0.748 0.605 6.192
H -1.284 -0.941 5.682
H -2.342 0.527 5.522
H -0.366 1.305 3.756
H 1.045 -0.333 2.959
H 0.799 -1.356 4.158
H 1.618 0.149 4.545
H -1.010 -0.197 2.233
C -0.099 -6.213 -4.501
O 0.547 -6.054 -3.212
C 1.955 -6.331 -3.295
C 2.675 -6.392 -1.961
N 2.736 -5.176 -1.165
C 1.450 -4.790 -0.612
C 1.628 -3.437 0.208
O 2.072 -2.399 -0.663
C 2.586 -1.259 0.086
H -0.018 -7.154 -5.045
H 0.209 -5.383 -5.137
H -1.158 -6.033 -4.316
H 2.407 -5.549 -3.905
H 2.154 -7.319 -3.708
H 3.731 -6.576 -2.160
H 2.229 -7.196 -1.375
H 3.185 -4.374 -1.584
H 1.232 -5.546 0.142
H 0.679 -4.757 -1.382
H 2.297 -3.663 1.038
H 0.659 -3.214 0.656
H 3.451 -1.581 0.665
H 1.809 -0.823 0.715
H 2.940 -0.463 -0.570
C 1.014 0.701 -3.165
O 0.114 -0.321 -2.872
C 0.347 -1.558 -3.394
C -0.523 -2.479 -2.604
N -1.872 -1.935 -2.468
C -2.693 -2.711 -1.483
C -3.891 -1.846 -1.069
O -3.568 -0.479 -1.002
C -4.701 0.388 -0.871
H 1.889 0.659 -2.518
H 0.541 1.658 -2.944
H 1.320 0.805 -4.206
H 1.373 -1.907 -3.281
H 0.061 -1.569 -4.446
H -0.119 -2.568 -1.595
H -0.631 -3.444 -3.098
H -2.287 -2.075 -3.379
H -2.115 -2.889 -0.576
H -3.009 -3.645 -1.948
H -4.167 -2.166 -0.064
H -4.794 -2.058 -1.642
H -5.479 0.057 -0.184
H -5.269 0.391 -1.802
H -4.283 1.378 -0.691
C 2.604 4.739 0.645
C 1.930 3.732 1.610
C 2.288 4.069 3.057
C 1.551 5.265 3.628
C 0.037 5.075 3.548
C -0.453 4.769 2.130
N 0.449 3.739 1.490
O -0.034 3.185 0.296
C -1.898 4.198 2.245
C -0.405 6.069 1.229
C 2.440 2.223 1.206
H 3.607 4.393 0.394
H 2.549 5.807 0.857
H 2.034 4.622 -0.277
H 2.109 3.214 3.709
H 3.347 4.320 3.125
H 1.867 6.194 3.153
H 1.896 5.377 4.655
H -0.385 6.042 3.823
H -0.366 4.353 4.259
H -2.453 4.918 2.847
H -2.418 4.159 1.288
H -1.937 3.162 2.582
H -1.361 6.581 1.337
H 0.452 6.672 1.529
H -0.297 5.816 0.174
H 2.121 1.395 1.839
H 3.526 2.158 1.132
H 2.049 1.933 0.232
H -0.418 2.335 0.525
*
```

=====

ORCA calculation (ωB97M-V/def2-TZVPD) on a 13-piece molecular cluster, C24H65Cl14O22P5 overall in a non-equilibrium geometry.

The total energy comes out at -292749.8021 eV. The calculation puts the HOMO-LUMO gap at 10.37 eV. For the LUMO energy, the calculation gives 0.137 eV.

ORCA input file:
```
! wB97M-V def2-TZVPD RIJCOSX def2/J DEFGRID3
* xyz 0 1
C -7.180 -3.360 8.970
O -7.326 -4.279 7.864
P -6.086 -4.983 7.262
O -4.819 -4.281 7.451
O -6.137 -6.457 7.843
C -6.314 -6.698 9.273
O -6.557 -5.317 5.711
C -7.469 -6.277 5.587
H -7.006 -2.344 8.613
H -6.439 -3.756 9.664
H -8.147 -3.358 9.471
H -6.911 -5.982 9.839
H -5.290 -6.662 9.644
H -6.929 -7.572 9.485
H -7.149 -7.310 5.448
H -7.981 -5.906 4.700
H -8.088 -6.212 6.482
C 5.584 7.919 -7.264
O 4.750 7.679 -8.383
P 4.321 6.129 -8.663
O 5.351 5.022 -8.478
O 3.799 6.098 -10.165
C 4.034 5.025 -11.034
O 2.955 5.925 -7.875
C 2.327 4.647 -7.795
H 5.721 8.994 -7.141
H 6.443 7.265 -7.412
H 5.109 7.621 -6.330
H 3.979 5.582 -11.969
H 3.164 4.368 -11.029
H 5.017 4.564 -10.939
H 1.488 4.803 -8.474
H 1.738 4.459 -6.898
H 2.861 3.775 -8.173
C 4.179 2.711 -1.383
O 3.547 2.081 -0.241
P 1.893 1.898 -0.119
O 1.253 1.420 -1.360
O 1.362 3.323 0.505
C 1.281 4.509 -0.266
O 1.732 0.860 1.177
C 0.706 -0.118 1.438
H 3.923 3.763 -1.509
H 3.897 2.224 -2.316
H 5.252 2.581 -1.239
H 1.648 5.419 0.209
H 0.202 4.614 -0.379
H 1.827 4.527 -1.209
H 0.235 -0.368 0.487
H -0.013 0.444 2.034
H 1.201 -0.914 1.994
C 0.108 -11.764 0.088
O 0.306 -12.411 1.341
P -1.068 -12.625 2.205
O -2.212 -13.265 1.495
O -0.553 -13.574 3.489
C -0.098 -14.829 3.089
O -1.509 -11.264 2.936
C -0.536 -10.309 3.409
H 0.998 -11.224 -0.237
H -0.534 -10.902 -0.095
H -0.023 -12.600 -0.599
H 0.837 -14.789 2.531
H -0.833 -15.327 2.458
H -0.144 -15.463 3.975
H -0.516 -9.370 2.856
H 0.431 -10.733 3.141
H -0.411 -10.241 4.490
C -6.165 2.739 0.969
O -6.722 3.793 0.215
P -8.088 4.555 0.668
O -8.762 5.343 -0.378
O -8.924 3.345 1.421
C -9.649 2.475 0.557
O -7.555 5.432 1.959
C -6.232 5.838 2.217
H -5.108 2.522 0.815
H -6.777 1.837 0.976
H -6.250 2.983 2.028
H -9.834 2.825 -0.458
H -10.667 2.373 0.932
H -9.159 1.519 0.743
H -6.081 5.638 3.278
H -6.226 6.920 2.088
H -5.466 5.469 1.535
C -2.706 -4.316 -5.105
C -3.642 -3.294 -4.491
O -3.421 -2.069 -5.063
O -2.896 -5.754 -4.850
H -1.706 -3.931 -4.903
H -2.877 -4.233 -6.178
H -3.417 -3.195 -3.429
H -4.673 -3.647 -4.511
H -2.694 -1.746 -4.526
H -2.035 -6.163 -4.967
C 6.613 -3.188 1.703
Cl 7.906 -1.947 1.705
Cl 6.079 -3.662 3.291
H 5.717 -2.854 1.179
H 6.977 -4.097 1.225
C 7.864 -3.744 -6.150
Cl 8.810 -4.828 -5.167
Cl 6.567 -3.059 -5.131
H 8.553 -2.947 -6.430
H 7.502 -4.266 -7.035
C -5.178 8.921 -5.434
Cl -4.039 8.128 -6.610
Cl -4.308 8.995 -3.870
H -5.673 9.856 -5.698
H -6.023 8.250 -5.282
C 13.757 2.128 -2.109
Cl 12.916 3.292 -1.084
Cl 12.814 1.786 -3.626
H 14.798 2.322 -2.370
H 13.715 1.175 -1.580
C 8.599 8.143 1.648
Cl 8.046 9.434 0.578
Cl 8.652 8.589 3.285
H 8.028 7.224 1.520
H 9.639 7.922 1.405
C 1.569 0.809 8.751
Cl 1.349 -0.284 10.111
Cl 0.072 1.628 8.278
H 2.348 1.526 9.009
H 1.806 0.153 7.913
C 2.287 14.095 2.993
Cl 1.806 12.502 3.732
Cl 1.974 14.219 1.256
H 1.693 14.885 3.454
H 3.316 14.233 3.324
*
```